Entry 1:
Density functional theory data (ωB97M-V/def2-TZVPD) for C7H9Cl in the gas phase at a distorted geometry.

ORCA input file:
```
! wB97M-V def2-TZVPD RIJCOSX def2/J DEFGRID3
* xyz 0 1
C -1.36953 -0.26999 -1.32178
H 1.70672 -1.65463 0.39791
Cl 2.46922 -0.05997 1.77453
H 0.33672 1.25413 1.87125
C -1.68750 0.52881 -2.15343
C 1.23125 -0.86401 0.87839
C -0.46664 0.77938 1.32086
H -1.37075 0.65993 2.03873
C -2.22071 1.26625 -3.22060
H -1.34775 1.57194 -3.77208
C -0.01077 -0.45146 0.71977
H -2.87969 0.66621 -3.92167
H -2.71315 2.14338 -2.73356
H -0.73924 1.33412 0.39297
H -1.84414 -1.70704 0.23734
C -0.95976 -1.19907 -0.22862
H -0.22348 -1.98798 -0.64537
*
```

Results
**Relative energy (zero: lowest compared OMol25 entry of this formula, charge and spin)**: 48.2 kcal per mole
**Lowest unoccupied orbital energy**: 0.9 eV
**SMILES string**: CC#CC/C(C)=C/Cl
**Largest force on an atom**: 2.5 eV/A
**Kohn-Sham gap**: 10.03 eV
**HOMO**: -0.3366 hartree

Entry 2:
Density functional theory data (ωB97M-V/def2-TZVPD) for a molecular structure, C7H9Cl16InNS.

ORCA input file:
```
! wB97M-V def2-TZVPD RIJCOSX def2/J DEFGRID3
* xyz -1 1
Cl -3.37989 -2.42910 2.53961
Cl -5.88525 -3.77847 -4.27680
C -5.30025 -4.58015 -2.81669
H -0.62642 4.34410 -1.10134
Cl -3.80171 -1.00064 5.00884
In 2.54551 5.77261 -0.36843
C -0.54870 4.04602 -0.06065
H -0.68848 4.91944 0.57145
Cl -3.75780 -3.87229 -2.33429
C 0.92924 2.35155 1.17804
N 1.84553 3.76653 -0.56706
Cl -0.05928 -1.48116 0.97947
Cl 3.79329 -5.58863 -2.42812
Cl -0.56164 -0.01650 -1.45097
Cl 1.56397 -1.95690 -1.35676
C 0.84504 3.44187 0.12406
H 0.28234 2.53768 2.03675
Cl -1.18926 -2.83044 -1.29505
H 1.82131 6.35722 2.51763
Cl -1.12756 -1.66532 4.16685
H 1.95296 2.23987 1.51374
H -1.32821 3.30572 0.12537
Cl -6.47706 -4.36695 -1.51702
C 4.93755 -4.34927 -1.90086
Cl 6.56271 -4.78041 -2.44499
C -2.80488 -2.20786 4.19325
Cl 4.47778 -2.79486 -2.59183
H 4.06559 5.93009 -1.26556
C -0.05545 -1.56191 -0.78039
Cl 4.91402 -4.23944 -0.14063
H 0.61489 1.40552 0.73451
Cl -5.08792 -6.30537 -3.13866
Cl -2.91313 -3.74365 5.06374
H 1.38343 6.98173 -0.97612
S 3.05772 6.14937 2.05891
*
```

Results
**Lowest unoccupied orbital energy**: 1.4 eV
**Largest force on an atom**: 1.0 eV/A
**Kohn-Sham gap**: 4.93 eV
**HOMO**: -0.1309 hartree

Entry 3:
Density functional theory data (ωB97M-V/def2-TZVPD) for a molecular structure, C7H9Cl3F2NO8Pd at a distorted geometry.

ORCA input file:
```
! wB97M-V def2-TZVPD RIJCOSX def2/J DEFGRID3
* xyz -1 3
H 2.20453 2.34739 1.77442
C 1.96610 1.42462 2.29418
C -2.43653 2.04857 -2.33933
H -3.45091 2.38797 -2.13427
H -2.12569 2.44901 -3.30494
O 0.26667 0.24840 3.30152
C 0.89778 1.51711 3.37940
N 1.94448 -2.60394 -1.20876
F 3.14852 0.87763 2.74815
O 0.98617 -2.53992 -0.47782
H -0.92427 3.26320 -1.29902
O 2.57229 -3.60453 -1.48066
H 1.92073 -1.31463 -2.83797
C -1.54713 2.38587 -1.13731
O 1.38336 0.51244 1.39586
Cl -1.49947 -3.80871 2.50655
Cl -1.51623 -4.50024 -1.29683
C -1.43580 0.17222 -1.57582
C 0.39478 -0.19467 2.02435
C 2.35410 -1.32713 -1.84416
F -2.34270 2.68016 -0.04884
H 2.00286 -0.53877 -1.18432
O -1.14751 -0.95732 -1.42536
O -0.89900 1.20222 -0.84119
H 0.22177 2.31419 3.05474
O -0.26897 -1.02131 1.52376
H 1.27733 1.62188 4.38951
O -2.33831 0.63250 -2.45258
Pd -1.34397 -2.61673 0.21047
Cl -3.70318 -1.79205 0.15962
H 3.43820 -1.26545 -1.87335
*
```

Results
**Relative energy (zero: lowest compared OMol25 entry of this formula, charge and spin)**: 12.2 kcal per mole
**Lowest unoccupied orbital energy (spin up / spin down)**: 1.8 / 1.8 eV
**Largest force on an atom**: 2.3 eV/A
**Kohn-Sham gap (spin up / spin down)**: 6.31 / 6.57 eV
**HOMO (spin up / spin down)**: -0.1645 / -0.1741 hartree

Entry 4:
Density functional theory data (ωB97M-V/def2-TZVPD) for a molecular structure, C7H9F at a distorted geometry.

ORCA input file:
```
! wB97M-V def2-TZVPD RIJCOSX def2/J DEFGRID3
* xyz 0 1
C 0.09433 0.18220 0.42950
H 0.60114 2.01809 1.36153
H 2.19263 0.55376 0.31845
H 0.86343 0.57160 2.63865
H 1.84400 -1.11003 -2.15549
H -2.01997 0.65133 -0.50911
C -0.90221 0.69868 -0.66089
C 0.20402 0.91494 1.73651
H -0.61235 1.70542 -1.01034
C -0.44181 -0.66724 -1.34372
C -0.58225 -1.20078 0.12126
F -1.17644 -1.11137 -2.48905
H -0.16303 -2.30375 0.34714
H -0.69577 1.17627 2.23311
C 1.36232 -0.11555 -0.17399
H -1.63932 -1.27273 0.51113
C 1.07127 -0.69084 -1.35469
*
```

Results
**Relative energy (zero: lowest compared OMol25 entry of this formula, charge and spin)**: 73.1 kcal per mole
**Lowest unoccupied orbital energy**: 0.9 eV
**Largest force on an atom**: 4.5 eV/A
**Kohn-Sham gap**: 9.89 eV
**HOMO**: -0.3312 hartree

Entry 5:
Density functional theory data (ωB97M-V/def2-TZVPD) for a gas-phase ion, C7H9F2O3 (charge -1) at a distorted geometry.

ORCA input file:
```
! wB97M-V def2-TZVPD RIJCOSX def2/J DEFGRID3
* xyz -1 1
O -0.10186 -1.33835 -0.53149
C 0.72819 -1.60316 0.60263
C -0.68248 0.88751 0.34262
C -1.35553 0.09751 -1.98537
H -1.30327 -0.61317 -2.73495
C 0.33274 0.76542 1.45324
O 2.15572 0.69921 -0.75568
F -0.76745 2.22657 0.04169
F -1.95949 0.67783 0.80167
O 1.16004 0.94179 -2.71840
H -2.32250 0.16684 -1.48798
H 1.77283 -1.62973 0.38224
H -1.28566 1.14781 -2.45700
C 1.20310 0.57319 -1.55381
H -0.00928 1.22224 2.41592
H 1.11838 -0.91198 2.69968
H 1.21013 1.11167 0.99850
H 0.45128 -2.66543 0.96329
H -0.48733 -0.99829 2.53699
C -0.22398 -0.01500 -0.85574
C 0.36642 -0.74248 1.84192
*
```

Results
**Relative energy (zero: lowest compared OMol25 entry of this formula, charge and spin)**: 0.0 kcal per mole
**Lowest unoccupied orbital energy**: 3.7 eV
**SMILES string**: C[C@]1(C(=O)[O-])OCCCC1(F)F
**Largest force on an atom**: 4.6 eV/A
**Kohn-Sham gap**: 7.91 eV
**HOMO**: -0.1547 hartree

Entry 6:
Density functional theory data (ωB97M-V/def2-TZVPD) for a gas-phase ion, C7H9F3N (charge +1) at a distorted geometry.

ORCA input file:
```
! wB97M-V def2-TZVPD RIJCOSX def2/J DEFGRID3
* xyz 1 1
F -2.74534 0.64890 0.48514
C 1.03588 -1.10050 -0.88027
C 0.96865 1.27605 0.69731
C 2.12296 0.85001 0.16798
F -1.69090 1.81476 1.93940
C -0.28178 0.38785 0.60616
C -1.58805 1.28378 0.72014
C 2.17876 -0.50034 -0.63399
F -0.32142 -0.58838 1.59300
H -0.35193 0.14723 -1.53603
C -0.31676 -0.50250 -0.63280
H -1.20879 -2.31246 -1.11762
H -2.20229 -1.08010 -0.23714
N -1.31498 -1.61713 -0.40708
H 3.15486 -0.53813 -1.09106
H -1.32818 2.14121 -0.08717
H 3.07126 1.44762 0.15912
H 0.88950 2.12120 1.28092
H 1.05030 -1.90439 -1.50611
H -1.12175 -1.97468 0.48007
*
```

Results
**Relative energy (zero: lowest compared OMol25 entry of this formula, charge and spin)**: 0.0 kcal per mole
**Lowest unoccupied orbital energy**: -3.9 eV
**SMILES string**: [NH3+][C@@H]1C=CC=C[C@@]1(F)C(F)F
**Largest force on an atom**: 4.5 eV/A
**Kohn-Sham gap**: 9.74 eV
**HOMO**: -0.5018 hartree

Entry 7:
Density functional theory data (ωB97M-V/def2-TZVPD) for 2 unconnected molecules or ions with the total composition C7H9FN2 at a distorted geometry.

ORCA input file:
```
! wB97M-V def2-TZVPD RIJCOSX def2/J DEFGRID3
* xyz 0 1
C -0.57967 -1.68411 0.05661
F -1.67395 -2.31986 -0.34779
H 2.73573 0.87068 -1.01399
C -2.21729 -0.25789 1.22288
H -0.81389 2.28822 2.36675
N -2.20004 0.90010 1.79399
H 0.01906 1.62658 -2.56063
C 1.86930 1.42926 -1.48670
H 1.93717 2.39759 -1.02029
N -0.89519 -0.60912 0.85662
C 0.61980 -2.27526 -0.08104
H 0.87909 -3.08164 -0.63435
H 1.41931 -1.88051 0.51257
C -0.92115 1.35588 1.83551
C 1.00824 1.09595 -2.36260
H 0.99162 0.66292 1.22718
H -2.99666 -0.99796 1.23740
H 0.90756 0.06190 -2.85843
C -0.08903 0.41726 1.25632
*
```

Results
**Relative energy (zero: lowest compared OMol25 entry of this formula, charge and spin)**: 54.1 kcal per mole
**Lowest unoccupied orbital energy**: 0.7 eV
**SMILES string**: C=C(F)n1ccnc1.C=C
**Largest force on an atom**: 6.1 eV/A
**Kohn-Sham gap**: 9.67 eV
**HOMO**: -0.3297 hartree

Entry 8:
Density functional theory data (ωB97M-V/def2-TZVPD) for C7H9FN3O2P in the gas phase at a distorted geometry.

ORCA input file:
```
! wB97M-V def2-TZVPD RIJCOSX def2/J DEFGRID3
* xyz 0 1
H 3.84012 -0.72907 2.09219
C 0.04495 0.31038 0.48143
C -0.67877 -0.30245 -1.85493
C -2.39985 0.94887 -3.01608
C -0.81955 0.48528 -0.71603
C -1.45424 -0.06083 -2.98859
O -0.05233 1.09174 1.44710
N 1.72170 0.03687 3.11278
H 3.42980 -2.36876 2.31367
P 1.71298 -1.11958 1.97303
H -3.32564 2.51206 -1.90386
C -1.79882 1.52786 -0.73230
N 1.02332 -0.64266 0.51843
H -1.34110 -0.71003 -3.85430
H 1.37019 -0.38661 3.95044
C -2.57895 1.74092 -1.87172
F -3.11577 1.11683 -4.13417
O 1.07651 -2.31873 2.50840
H 0.07390 -1.09063 -1.94642
H 0.80516 -1.40269 -0.10673
H 1.11611 0.77687 2.78842
H -1.94305 2.11791 0.17414
N 3.29332 -1.53355 1.76510
*
```

Results
**Lowest unoccupied orbital energy**: -0.1 eV
**SMILES string**: NP(N)(=O)NC(=O)c1ccc(F)cc1
**Largest force on an atom**: 3.1 eV/A
**Kohn-Sham gap**: 9.67 eV
**HOMO**: -0.3596 hartree

Entry 9:
Density functional theory data (ωB97M-V/def2-TZVPD) for a gas-phase ion, C7H9IN3 (charge +1) at a distorted geometry.

ORCA input file:
```
! wB97M-V def2-TZVPD RIJCOSX def2/J DEFGRID3
* xyz 1 1
I 4.63900 0.10221 -0.09575
H 2.44080 -2.15843 0.12704
H 0.99126 -1.65722 1.41245
H -2.68338 -1.37822 -0.78498
N 0.54341 2.54250 0.44463
C -0.20826 1.54463 0.06815
C 0.29034 0.14142 -0.24380
C -1.62502 1.64566 -0.23751
H 2.63516 -1.23744 1.43027
H -3.34632 0.67687 -0.78975
C 2.59680 0.48075 -0.39496
C -0.62789 -0.86922 -0.48873
H -0.00802 3.28004 0.80795
C 1.90631 -1.46968 0.75748
N 1.63227 -0.27857 -0.07604
N -2.37194 0.63176 -0.53983
H 2.25330 1.53272 -0.85632
H -0.34036 -1.83814 -0.64120
C -1.98907 -0.63270 -0.67031
H -2.15940 2.56736 -0.26826
*
```

Results
**Relative energy (zero: lowest compared OMol25 entry of this formula, charge and spin)**: 37.8 kcal per mole
**Lowest unoccupied orbital energy (spin up / spin down)**: -4.4 / -4.4 eV
**Largest force on an atom**: 4.0 eV/A
**Kohn-Sham gap (spin up / spin down)**: 6.89 / 6.89 eV
**HOMO (spin up / spin down)**: -0.4135 / -0.4136 hartree

Entry 10:
Density functional theory data (ωB97M-V/def2-TZVPD) for a molecular structure, C7H9MoNO2 at a distorted geometry.

ORCA input file:
```
! wB97M-V def2-TZVPD RIJCOSX def2/J DEFGRID3
* xyz 2 3
C 1.43263 -0.05365 -1.01362
O -0.65792 -2.07987 2.76819
C 1.89988 -1.68197 1.25709
C -2.95796 2.91934 -0.45887
H 3.97764 -1.68526 0.58893
H 3.48985 -0.21444 -1.40557
H -1.24997 -0.96753 -2.47859
H -3.94209 2.86925 0.03073
H -2.48736 3.82272 -0.10536
H -3.09054 3.10702 -1.54994
H -2.36669 1.92549 -0.26183
C 2.96826 -1.32437 0.41265
C 2.70589 -0.51228 -0.70807
C -0.65311 -1.41058 1.72944
H 1.08544 0.54140 -1.87616
H 2.04961 -2.28871 2.14916
O -1.70630 -0.86070 1.13209
C 0.63379 -1.14479 0.95634
N 0.39383 -0.47093 -0.20820
Mo -1.52487 -0.49016 -0.95841
*
```

Results
**Relative energy (zero: lowest compared OMol25 entry of this formula, charge and spin)**: 30.6 kcal per mole
**Lowest unoccupied orbital energy (spin up / spin down)**: -12.9 / -11.8 eV
**Largest force on an atom**: 5.6 eV/A
**Kohn-Sham gap (spin up / spin down)**: 5.83 / 6.99 eV
**HOMO (spin up / spin down)**: -0.6872 / -0.6906 hartree

Entry 11:
Density functional theory data (ωB97M-V/def2-TZVPD) for C7H9N in the gas phase at a distorted geometry.

ORCA input file:
```
! wB97M-V def2-TZVPD RIJCOSX def2/J DEFGRID3
* xyz 0 1
C -1.98436 -0.39804 0.05330
C 1.31165 -1.23934 -0.02005
N -3.14423 -0.59249 0.18874
C 0.25605 -1.22756 -0.96739
C -0.53816 1.48451 -0.40793
C -0.52704 -0.15406 -0.11600
H 2.24335 -0.67667 -0.05407
H -0.51499 -2.02387 -1.02927
C 0.27501 2.46841 0.12945
H 0.19764 3.36088 -0.38850
H 1.53679 -2.23513 0.28682
H 0.75594 -0.65617 -2.01499
H -0.41508 -1.43492 1.52219
H 0.97583 2.17335 0.99493
H 0.52797 0.18418 1.80281
C 0.39232 -0.72446 1.09171
H -1.34867 1.69137 -1.07176
*
```

Results
**Relative energy (zero: lowest compared OMol25 entry of this formula, charge and spin)**: 107.6 kcal per mole
**Lowest unoccupied orbital energy**: 0.8 eV
**SMILES string**: C=CC1(C#N)CCC1
**Largest force on an atom**: 7.4 eV/A
**Kohn-Sham gap**: 10.75 eV
**HOMO**: -0.3645 hartree

Entry 12:
Density functional theory data (ωB97M-V/def2-TZVPD) for a molecular structure, C7H9N at a distorted geometry.

ORCA input file:
```
! wB97M-V def2-TZVPD RIJCOSX def2/J DEFGRID3
* xyz 0 1
C -2.30508 0.18828 0.18420
C 2.27545 -0.91134 0.07010
C -1.55315 -1.15463 -0.10191
H 2.36478 -1.98371 0.23637
C -0.32195 -0.38671 -0.22696
N 1.14974 1.21758 -0.12304
H 2.95510 -0.72743 -0.79453
C -0.98137 0.77123 -0.14510
H 2.12512 1.61447 -0.10452
C 1.05053 -0.13815 -0.01350
H -1.86295 -1.50219 -1.14761
H -2.61834 0.43085 1.25419
H -0.05193 2.92223 0.17140
H 2.85080 -0.51077 0.90635
H -1.82879 -2.07940 0.51950
H -3.21431 0.39964 -0.63355
C -0.03366 1.85004 -0.05140
*
```

Results
**Relative energy (zero: lowest compared OMol25 entry of this formula, charge and spin)**: 77.2 kcal per mole
**Lowest unoccupied orbital energy**: 1.0 eV
**Largest force on an atom**: 5.9 eV/A
**Kohn-Sham gap**: 8.41 eV
**HOMO**: -0.2728 hartree